DFT (the ωB97M-V functional and the def2-TZVPD basis) results for a cluster of 8 separate species, C50H111N5O8 in total.

Structure (XYZ):
```
174
C50H111N5O8 the ωB97M-V functional and the def2-TZVPD basis
C -2.70361 0.86490 -6.57326
C -4.17791 0.49527 -6.99597
C -4.68444 -0.59161 -6.00702
C -6.21911 -0.82697 -6.06691
C -6.91469 0.52016 -5.75652
C -6.51738 1.62220 -6.77134
N -5.01238 1.72759 -6.83352
O -4.53150 2.86016 -7.53716
C -7.25108 1.36314 -8.08053
C -6.93767 3.04709 -6.21596
C -4.20067 -0.06272 -8.45136
H -2.81789 1.15843 -5.52977
H -2.29119 1.72576 -7.09951
H -1.99373 0.05351 -6.73406
H -4.14572 -1.53469 -6.09916
H -4.39578 -0.26305 -5.00861
H -6.50483 -1.61071 -5.36533
H -6.51241 -1.18649 -7.05322
H -6.56943 0.80506 -4.76267
H -7.99779 0.39850 -5.74259
H -6.96677 0.40482 -8.51514
H -8.32093 1.27918 -7.88956
H -6.99907 2.15438 -8.78662
H -6.27929 3.49991 -5.47463
H -6.92105 3.74399 -7.05391
H -7.94493 3.02396 -5.80003
H -4.96363 -0.81433 -8.65403
H -3.23773 -0.56451 -8.54661
H -4.17204 0.70319 -9.22639
H -4.38306 3.45207 -6.79607
C -5.33672 2.87675 8.53161
C -4.05730 2.10837 9.10206
C -3.52148 1.14980 7.94636
C -2.08855 0.75230 8.08403
C -1.17110 1.98583 8.42220
C -1.56936 2.77208 9.67081
N -3.01849 3.08747 9.52279
O -3.48109 3.93577 10.43281
C -1.20033 1.95313 10.92465
C -0.71377 4.03532 9.67065
C -4.52034 1.19530 10.26597
H -4.97049 3.56194 7.76709
H -5.76114 3.40933 9.38268
H -6.07560 2.16361 8.16606
H -4.22348 0.32084 7.85616
H -3.58339 1.64879 6.97926
H -1.77820 0.13279 7.24260
H -1.94968 0.05584 8.91092
H -1.24220 2.65753 7.56670
H -0.12345 1.68749 8.46109
H -1.64927 0.96127 10.97711
H -0.12271 1.87172 11.06676
H -1.58602 2.44540 11.81740
H -0.86271 4.65508 10.55486
H 0.32652 3.82580 9.42170
H -1.13451 4.65590 8.87947
H -4.75981 1.76402 11.16447
H -3.74942 0.46562 10.51365
H -5.41027 0.66417 9.92828
H -3.65400 4.73272 9.92627
C -6.89638 8.11741 -0.46607
C -6.09169 7.14620 0.47882
C -6.87269 5.81806 0.50426
C -6.08697 4.59270 0.87972
C -4.76844 4.52982 0.08537
C -3.87019 5.81465 0.35995
N -4.75540 6.98851 -0.07125
O -4.02302 8.12377 -0.11818
C -3.39942 5.89578 1.83153
C -2.67493 5.67512 -0.63875
C -6.12756 7.79132 1.88189
H -6.88430 7.74246 -1.48949
H -6.52222 9.13084 -0.61118
H -7.94580 8.17852 -0.17787
H -7.79312 5.88859 1.08384
H -7.21647 5.63308 -0.51343
H -6.68787 3.74101 0.56092
H -5.94457 4.51108 1.95729
H -5.06326 4.48586 -0.96308
H -4.34481 3.54098 0.26098
H -2.53184 5.25175 1.97522
H -3.07042 6.91680 2.02488
H -4.27351 5.65765 2.43762
H -2.94872 5.72946 -1.69239
H -1.92630 6.46301 -0.55577
H -2.18394 4.71283 -0.49371
H -7.10667 8.24349 2.03992
H -5.35476 8.53456 2.07809
H -5.98394 6.97531 2.59012
H -3.86827 8.36282 0.79861
C 5.58012 -8.31663 -5.02293
C 4.55918 -7.52356 -4.14963
C 4.50975 -6.04205 -4.65811
C 3.22833 -5.30825 -4.17391
C 2.00044 -6.13793 -4.56604
C 1.91966 -7.52495 -4.02027
N 3.21913 -8.19965 -4.30532
O 3.22682 -9.54677 -3.74463
C 1.49100 -7.54294 -2.56143
C 0.79338 -8.27293 -4.84301
C 5.11344 -7.52012 -2.70541
H 5.66558 -9.34663 -4.67667
H 6.59842 -7.92799 -5.01215
H 5.20860 -8.40733 -6.04365
H 5.27576 -5.42220 -4.19218
H 4.58915 -5.99534 -5.74422
H 3.15963 -4.39258 -4.76122
H 3.20886 -5.11658 -3.10106
H 1.95100 -6.15756 -5.65473
H 1.10939 -5.62752 -4.20051
H 1.33671 -8.53279 -2.13189
H 2.19619 -6.96583 -1.96331
H 0.55068 -6.99397 -2.51090
H 1.10854 -8.50762 -5.85972
H 0.43818 -9.23145 -4.46462
H -0.12415 -7.68695 -4.89672
H 5.27796 -8.54656 -2.37761
H 4.44896 -7.06768 -1.96930
H 6.08051 -7.01753 -2.68882
H 3.18718 -9.44825 -2.79052
C 8.85648 1.16442 -2.18233
C 9.70152 0.92938 -0.92534
C 9.86886 -0.61576 -0.69275
C 11.03910 -1.11169 0.26563
C 12.31504 -0.44757 -0.30230
C 12.22484 1.09945 -0.44246
N 11.00434 1.56913 -1.16594
O 10.99348 2.93865 -1.39806
C 12.29067 1.73190 0.96062
C 13.44502 1.45274 -1.25496
C 9.01361 1.54962 0.33639
H 8.63366 2.21487 -2.36940
H 7.93016 0.59350 -2.11828
H 9.35508 0.79860 -3.07992
H 8.94687 -0.95258 -0.21883
H 9.92795 -1.12892 -1.65258
H 11.04750 -2.19627 0.37376
H 10.79318 -0.80522 1.28235
H 12.67022 -0.94591 -1.20430
H 13.18867 -0.61858 0.32669
H 12.01117 2.78396 0.90449
H 11.53750 1.30382 1.62213
H 13.23367 1.68781 1.50550
H 13.39884 2.51098 -1.51206
H 14.30501 1.37365 -0.58993
H 13.56608 0.91654 -2.19620
H 9.40024 1.07767 1.23966
H 7.92883 1.55942 0.44260
H 9.24061 2.60599 0.48005
H 11.02041 2.99035 -2.35629
C -6.66572 -3.83016 0.75353
C -5.44335 -3.47670 1.54310
O -4.46972 -4.52080 1.34007
H -6.41629 -4.15079 -0.25795
H -7.29805 -2.95435 0.60779
H -7.20082 -4.61525 1.28775
H -5.58688 -3.51141 2.62304
H -5.02600 -2.49447 1.32144
H -3.62878 -4.16317 1.63423
C 0.83355 -0.79423 0.24984
C 1.60437 -1.45697 1.37440
O 0.77133 -2.37114 1.94387
H 0.18517 -0.02495 0.66928
H 0.23684 -1.49016 -0.33984
H 1.41219 -0.16891 -0.43005
H 1.94977 -0.73924 2.11847
H 2.56193 -1.86601 1.05208
H 1.28717 -2.86336 2.58670
C 2.07537 -7.77971 4.14133
O 2.50107 -6.57687 4.67066
H 2.82979 -8.17093 3.45876
H 1.97430 -8.50264 4.95082
H 1.05174 -7.72602 3.77065
H 3.43757 -6.62722 4.87566
```

**DFT total energy**: -2847.01588 Ha
**Energy above the lowest of the compared OMol25 structures with the same formula, charge and spin**: 46.1 kJ/mol
**LUMO**: 0.1237 eV
**Structure (SMILES)**: CC1(C)CCCC(C)(C)N1O.CC1(C)CCCC(C)(C)N1O.CC1(C)CCCC(C)(C)N1O.CC1(C)CCCC(C)(C)N1O.CC1(C)CCCC(C)(C)N1O.CCO.CCO.CO
**E_HOMO**: -8.09 eV
**Total charge**: 0
**M**: 910.5 g/mol